(1)
49
Properties=species:S:1:pos:R:3 method="wB97M-V/def2-TZVPD" spin_multiplicity=1 homo_lumo_gap_ha=0.352 e_tot_ev=-21711.21685 largest_force_ev_per_a=1.936 e_lumo_ev=0.4387 mol_weight_g_mol=244.19
O -12.569 -3.547 -4.827
H -13.358 -3.918 -5.343
H -12.208 -2.664 -5.145
H -11.798 -4.211 -4.681
B -10.311 -5.219 -5.013
H -11.145 -5.525 -5.790
H -10.128 -4.071 -5.204
H -10.710 -5.364 -3.913
H -9.349 -5.863 -5.166
C -10.331 -5.562 -8.976
O -10.721 -4.515 -8.120
H -9.246 -5.588 -9.131
H -10.636 -6.538 -8.581
H -10.786 -5.466 -9.965
H -10.689 -4.862 -7.205
C -12.541 -0.018 -4.631
C -12.374 -0.452 -6.084
C -12.210 0.734 -7.024
O -12.238 0.262 -8.354
C -11.670 1.198 -9.240
N -11.401 -1.551 -6.294
H -13.498 0.472 -4.462
H -11.728 0.644 -4.316
H -12.506 -0.872 -3.952
H -13.352 -0.906 -6.310
H -11.209 1.152 -6.834
H -12.958 1.511 -6.838
H -11.585 0.844 -10.267
H -10.664 1.483 -8.916
H -12.303 2.093 -9.299
H -10.483 -1.268 -5.950
H -11.291 -1.539 -7.311
C -13.702 -6.645 -7.172
C -14.737 -5.538 -7.145
C -16.175 -6.039 -7.475
O -16.668 -6.714 -6.334
C -18.066 -6.917 -6.424
N -14.713 -4.815 -5.866
H -13.864 -7.386 -6.375
H -12.700 -6.305 -6.904
H -13.692 -7.182 -8.118
H -14.451 -4.914 -7.999
H -16.107 -6.721 -8.324
H -16.728 -5.113 -7.669
H -18.370 -7.475 -5.537
H -18.313 -7.534 -7.294
H -18.636 -5.984 -6.448
H -14.918 -5.525 -5.159
H -15.581 -4.275 -5.846

***

(2)
38
Properties=species:S:1:pos:R:3 method="wB97M-V/def2-TZVPD" spin_multiplicity=1 e_above_lowest_kcal_mol=28.0 homo_lumo_gap_ha=0.385 e_tot_ev=-24907.99988 largest_force_ev_per_a=2.852 e_lumo_ev=-0.2343 mol_weight_g_mol=232.23
C 2.845 -0.777 1.378
C 1.540 -1.327 0.824
N 0.624 -0.196 0.619
C -0.615 -0.119 0.052
N -1.113 -1.224 -0.645
O -1.136 0.989 -0.022
H 2.682 -0.194 2.274
H 3.521 -0.358 0.648
H 3.468 -1.679 1.509
H 1.630 -1.948 -0.071
H 1.089 -1.956 1.599
H 0.874 0.732 0.915
H -2.094 -1.266 -0.392
H -0.582 -2.076 -0.676
O 0.708 3.334 -1.574
H 0.403 2.639 -0.981
H 0.134 4.099 -1.492
O -1.121 -3.473 1.308
H -0.320 -3.761 0.856
H -0.984 -2.529 1.428
O 0.430 1.997 3.454
H 1.226 1.897 2.915
H -0.098 1.269 3.092
O -2.963 1.173 2.067
H -2.808 0.663 1.265
H -2.340 1.899 1.958
O 0.352 -3.339 -2.291
H 0.365 -2.394 -2.444
H -0.460 -3.692 -1.924
O 1.080 0.518 -3.024
H 1.265 -0.302 -3.493
H 1.005 0.272 -2.095
O -3.320 0.573 -1.806
H -2.455 0.161 -1.882
H -3.146 1.508 -1.648
O 2.669 1.697 0.158
H 2.443 1.333 -0.711
H 3.122 2.482 -0.189

***

(3)
57
Properties=species:S:1:pos:R:3 method="wB97M-V/def2-TZVPD" spin_multiplicity=1 total_charge=+1 e_above_lowest_kcal_mol=26.0 homo_lumo_gap_ha=0.275 e_tot_ev=-47278.47755 largest_force_ev_per_a=5.651 e_lumo_ev=-3.2009 mol_weight_g_mol=786.17
Cs 21.420 1.766 -8.596
Cs 17.166 -0.528 -3.567
Cs 15.782 -0.217 -7.570
S 19.228 0.010 -6.386
O 18.472 -1.226 -6.156
O 19.154 0.829 -5.183
O 20.615 -0.217 -6.750
O 18.436 0.839 -7.358
C 21.325 -3.831 -6.645
C 20.362 -4.644 -5.736
O 20.732 -5.703 -5.220
N 19.137 -4.037 -5.535
C 18.134 -4.507 -4.548
H 22.362 -3.769 -6.317
H 20.948 -2.813 -6.750
H 21.205 -4.276 -7.633
H 19.003 -3.133 -5.964
H 18.317 -4.075 -3.564
H 18.229 -5.586 -4.427
H 17.167 -4.259 -4.985
C 21.792 0.021 -3.473
C 23.024 -0.219 -4.260
O 23.971 -0.615 -3.618
N 23.062 -0.047 -5.556
C 24.371 0.101 -6.260
H 21.109 -0.828 -3.505
H 21.205 0.897 -3.747
H 22.056 0.030 -2.415
H 22.206 -0.017 -6.091
H 25.080 0.370 -5.477
H 24.475 0.859 -7.036
H 24.603 -0.858 -6.723
C 21.255 -1.102 -13.300
C 21.267 -0.854 -11.767
O 21.269 0.243 -11.266
N 21.281 -1.886 -11.036
C 21.532 -1.987 -9.637
H 20.817 -2.069 -13.548
H 22.287 -1.173 -13.645
H 20.683 -0.304 -13.773
H 21.375 -2.737 -11.573
H 21.722 -3.031 -9.388
H 20.678 -1.596 -9.084
H 22.435 -1.395 -9.485
C 17.306 -4.426 -10.659
C 18.152 -3.896 -9.514
C 17.198 -3.025 -8.790
O 15.914 -3.670 -9.113
C 16.020 -4.801 -9.995
H 17.640 -5.347 -11.139
H 17.191 -3.732 -11.491
H 19.091 -3.601 -9.983
H 18.500 -4.617 -8.774
H 17.380 -2.075 -9.292
H 17.281 -2.987 -7.704
H 15.225 -4.891 -10.736
H 16.199 -5.732 -9.457

***

(4)
40
Properties=species:S:1:pos:R:3 method="wB97M-V/def2-TZVPD" spin_multiplicity=2 total_charge=-1 s_squared=0.7571 e_above_lowest_kcal_mol=0.0 homo_lumo_gap_ha="0.306 / 0.215" e_tot_ev=-78411.76414 largest_force_ev_per_a=2.019 e_lumo_ev="2.2313 / -0.1924" mol_weight_g_mol=606.13
Ag -0.761 0.519 0.024
C 3.230 0.096 0.987
F 4.562 0.010 0.860
F 2.857 -0.881 1.798
F 2.949 1.303 1.460
S 2.494 -0.103 -0.746
O 3.568 0.134 -1.650
O 1.908 -1.408 -0.711
N 1.273 1.001 -0.805
S 1.698 2.503 -1.223
O 0.767 3.423 -0.634
O 3.088 2.798 -1.168
C 1.213 2.505 -3.026
F 0.028 1.916 -3.182
F 1.117 3.748 -3.492
F 2.126 1.831 -3.719
O -4.375 -0.251 2.466
C -3.901 -0.632 1.205
O -2.787 -0.079 0.891
O -4.601 -1.383 0.564
H -3.720 0.371 2.803
O -0.093 -2.852 -2.773
C -1.084 -2.231 -2.019
O -2.084 -2.788 -1.692
O -0.705 -1.019 -1.716
H 0.675 -2.304 -2.520
O -1.827 2.431 -0.845
H -1.382 3.199 -1.221
H -2.683 2.740 -0.530
O -0.665 2.041 1.950
H -0.817 1.658 2.820
H -0.628 2.993 2.079
C -0.105 -2.169 1.772
O 0.105 -0.957 1.642
N 0.914 -3.101 1.675
N -1.362 -2.681 1.931
H 1.807 -2.714 1.410
H 0.689 -3.971 1.222
H -2.078 -2.014 2.157
H -1.410 -3.680 1.957

***

(5)
30
Properties=species:S:1:pos:R:3 method="wB97M-V/def2-TZVPD" spin_multiplicity=1 total_charge=+1 e_above_lowest_kcal_mol=64.3 homo_lumo_gap_ha=0.213 e_tot_ev=-18611.78585 largest_force_ev_per_a=3.790 e_lumo_ev=-5.4783 mol_weight_g_mol=207.26
N -0.337 0.363 -4.915
C -0.305 -0.778 -4.062
N 0.561 -1.733 -4.427
N -1.157 -0.945 -2.927
C -1.051 0.195 -1.953
C -0.233 -0.154 -0.653
C -1.137 -0.542 0.569
O -2.300 -0.223 0.550
N -0.655 -1.238 1.764
C 0.024 -0.327 2.684
C 1.166 0.528 2.294
C 1.815 1.461 3.203
C 1.370 1.610 4.588
C 0.261 0.737 5.009
C -0.395 -0.197 4.090
H 0.607 0.787 -4.891
H -0.948 1.088 -4.519
H 1.544 -1.518 -4.609
H 0.180 -2.665 -4.590
H -2.123 -0.905 -3.296
H -2.048 0.667 -1.728
H -0.463 1.016 -2.467
H 0.530 -0.959 -0.826
H 0.306 0.795 -0.367
H -0.031 -2.013 1.523
H 1.567 0.467 1.257
H 2.654 2.099 2.845
H 1.865 2.348 5.252
H -0.044 0.842 6.081
H -1.226 -0.805 4.522

***

(6)
35
Properties=species:S:1:pos:R:3 method="wB97M-V/def2-TZVPD" spin_multiplicity=1 e_above_lowest_kcal_mol=0.0 homo_lumo_gap_ha=0.333 e_tot_ev=-25672.83037 largest_force_ev_per_a=6.888 e_lumo_ev=0.7012 mol_weight_g_mol=220.38
C -1.438 0.312 4.514
C -0.577 0.612 3.752
C 0.581 0.706 2.871
C 1.805 0.017 3.508
S 0.906 2.671 2.725
C 0.457 0.251 1.454
C -0.715 -0.646 1.175
C -0.499 -1.530 -0.019
C -0.431 -0.759 -1.086
C -0.013 -1.358 -2.285
C -0.886 -0.908 -3.602
C 1.444 -0.964 -2.673
C -0.428 0.668 -0.839
C -0.695 0.782 0.642
C -1.721 1.780 1.105
H -2.293 0.272 5.144
H 1.647 -1.082 3.179
H 2.777 0.344 3.006
H 1.920 0.104 4.531
H 1.972 2.415 2.186
H 1.430 0.029 0.973
H -1.361 -0.951 1.949
H -0.542 -2.558 -0.085
H -0.089 -2.535 -2.229
H -0.976 0.125 -3.551
H -1.937 -1.284 -3.532
H -0.408 -1.300 -4.495
H 1.509 0.050 -2.789
H 1.907 -1.401 -3.476
H 2.054 -1.210 -1.800
H 0.579 1.033 -1.034
H -1.129 1.272 -1.388
H -2.159 1.439 1.959
H -2.499 1.839 0.318
H -1.367 2.796 1.346

***

(7)
13
Properties=species:S:1:pos:R:3 method="wB97M-V/def2-TZVPD" spin_multiplicity=1 e_above_lowest_kcal_mol=73.9 homo_lumo_gap_ha=0.345 e_tot_ev=-11292.12165 largest_force_ev_per_a=0.338 e_lumo_ev=0.4539 mol_weight_g_mol=106.08
C -0.508 -0.486 -0.129
N -1.295 -0.518 0.989
N -1.093 -0.715 -1.342
O 0.753 -0.969 0.016
H -2.214 -0.105 0.943
H -0.786 -0.331 1.841
H -0.442 -0.700 -2.115
H -1.993 -0.301 -1.532
C 1.376 0.397 -0.047
O 1.646 0.718 1.290
O 2.123 0.679 -0.967
H 2.301 1.428 1.253
H 0.130 0.904 -0.200